A cluster of 2 separate species, C2H7NS in total at a distorted geometry, computed with ωB97M-V with the def2-TZVPD basis set.

Summary:
E = -14511.292 eV
Molecular weight = 77.152 g mol⁻¹
Structure (SMILES) = C=NC.S
Orbital gap = 10.1 eV
Net charge = 0
E_HOMO = -9.161 eV
Relative energy (zero: lowest compared OMol25 entry of this formula, charge and spin) = 31.6 kcal/mol
LUMO = 0.913 eV

Bonds (Å) are listed after each position.
CARTESIAN COORDINATES (ANGSTROEM)
1 C 2.134 0.175 0.237  N2 1.259, H4 1.108, H5 1.084
2 N 1.004 -0.354 0.406  C1 1.259, C3 1.461
3 C 0.899 -1.739 0.859  N2 1.461, H6 1.143, H7 1.118, H8 1.095
4 H 3.082 -0.281 0.587  C1 1.108
5 H 2.390 0.968 -0.456  C1 1.084
6 H 1.766 -2.442 0.613  C3 1.143
7 H 0.035 -2.267 0.385  C3 1.118
8 H 0.646 -1.799 1.922  C3 1.095
9 S -1.853 1.047 -0.682  H10 1.328, H11 1.398
10 H -0.942 0.146 -0.331  S9 1.328
11 H -2.672 0.171 -1.399  S9 1.398

For each atom in turn, the Mulliken charge in e is: atom 1 (C): -0.365, atom 2 (N): -0.224, atom 3 (C): -0.780, atom 4 (H): 0.229, atom 5 (H): 0.266, atom 6 (H): 0.287, atom 7 (H): 0.249, atom 8 (H): 0.294, atom 9 (S): -0.298, atom 10 (H): 0.203, atom 11 (H): 0.139